# 1
The following is a quantum chemistry calculation of a cluster of 2 separate species, C3H3BrN2O4P in total, from OMol25.

* E_tot: -3441.99861 Ha
* total charge: -1
* lowest unoccupied orbital energy: 3.04 eV
* ΔE to the lowest compared entry with this formula, charge and spin: 56.13 kcal/mol
* Kohn-Sham gap: 7.91 eV
* multiplicity: 1

Atoms and positions in Å:
C 2.297 0.376 -0.235
C 2.080 -0.051 -1.505
C 0.109 0.030 -0.611
N 1.051 0.397 0.300
N 0.767 -0.262 -1.743
O -2.941 -1.276 0.216
O -2.440 0.147 2.234
O -3.225 1.326 0.052
O 0.861 0.704 1.657
P -2.593 0.218 0.766
Br 3.403 -0.537 -2.745
H 3.129 0.288 0.386
H -2.648 -1.459 -0.641
H 0.151 0.099 1.869

# 2
The following is a quantum chemistry calculation of an isolated molecule of C21H26FN3O, from OMol25.

* SMILES: CCCCC(=O)Nc1ccc(N2CCN(c3ccc(F)cc3)CC2)cc1
* E_tot: -1155.20397 Ha
* lowest unoccupied orbital energy: 0.78 eV
* ΔE to the lowest compared entry with this formula, charge and spin: 3.43 kcal/mol
* Kohn-Sham gap: 8.07 eV
* multiplicity: 1

Atoms and positions in Å:
C 6.548 1.041 0.853
C 5.899 0.822 -0.509
C 5.282 -0.568 -0.671
C 4.049 -0.782 0.205
C 2.871 0.060 -0.262
O 2.766 0.498 -1.385
N 1.941 0.241 0.722
C 0.645 0.754 0.587
C -0.284 0.486 1.586
C -1.610 0.835 1.437
C -2.062 1.459 0.271
C -1.088 1.862 -0.648
C 0.237 1.511 -0.506
H 0.953 1.794 -1.257
H -1.367 2.456 -1.505
N -3.412 1.707 0.013
C -3.901 1.470 -1.333
H -4.695 2.195 -1.545
C -4.457 0.021 -1.452
N -4.037 -0.800 -0.339
C -2.779 -1.387 -0.324
C -1.828 -1.171 -1.328
C -0.566 -1.726 -1.254
C -0.245 -2.527 -0.177
C -1.180 -2.828 0.794
C -2.439 -2.269 0.710
H -3.167 -2.528 1.462
H -0.923 -3.490 1.605
F 1.013 -3.028 -0.064
H 0.174 -1.516 -2.009
H -2.046 -0.534 -2.168
C -4.603 -0.285 0.893
H -4.127 -0.764 1.745
C -4.406 1.258 0.963
H -5.339 1.767 0.704
H -4.126 1.574 1.968
H -5.672 -0.527 0.918
H -4.154 -0.445 -2.389
H -5.552 0.039 -1.429
H -3.100 1.627 -2.050
H -2.290 0.576 2.232
H 0.025 -0.040 2.479
H 2.104 -0.244 1.594
H 4.274 -0.568 1.251
H 3.731 -1.827 0.137
H 4.980 -0.696 -1.712
H 6.029 -1.329 -0.434
H 5.127 1.574 -0.677
H 6.658 0.952 -1.284
H 7.288 0.268 1.051
H 5.811 1.025 1.652
H 7.048 2.007 0.879

# 3
The following is a quantum chemistry calculation of an isolated molecule of C26H32N4O6, from OMol25.

* SMILES: COc1ccc([C@H](C(=O)NC(C)(C)C)N(Cc2ccco2)C(=O)CCC(=O)Nc2cc(C)on2)cc1
* E_tot: -1680.43407 Ha
* lowest unoccupied orbital energy: 0.61 eV
* ΔE to the lowest compared entry with this formula, charge and spin: 44.69 kcal/mol
* Kohn-Sham gap: 9.17 eV
* multiplicity: 1

Atoms and positions in Å:
C -6.910 4.014 -2.055
H -7.693 4.257 -2.771
O -5.976 3.235 -2.762
C -4.870 2.789 -2.108
C -4.581 3.031 -0.769
C -3.421 2.522 -0.213
C -2.527 1.767 -0.961
C -2.823 1.528 -2.301
C -3.973 2.035 -2.866
H -4.204 1.859 -3.905
H -2.132 0.961 -2.904
C -1.302 1.225 -0.269
N -1.591 -0.053 0.400
C -1.000 -0.276 1.588
O -0.252 0.558 2.094
C -1.358 -1.567 2.306
H -1.071 -2.420 1.689
C -0.689 -1.685 3.681
C 0.729 -2.219 3.564
O 1.043 -3.341 3.893
N 1.591 -1.304 3.038
C 2.919 -1.516 2.768
N 3.632 -0.582 2.179
O 4.894 -1.071 2.048
C 4.947 -2.312 2.561
C 3.718 -2.660 3.038
H 3.401 -3.565 3.506
C 6.241 -3.035 2.524
H 6.991 -2.490 3.094
H 6.595 -3.117 1.497
H 6.118 -4.028 2.945
H 1.210 -0.398 2.763
H -0.675 -0.707 4.166
H -1.252 -2.385 4.299
H -2.443 -1.586 2.436
C -2.240 -1.088 -0.381
C -1.244 -1.905 -1.145
C -1.205 -2.290 -2.451
C -0.009 -3.033 -2.609
C 0.592 -3.039 -1.391
O -0.150 -2.364 -0.494
H 1.509 -3.467 -1.039
H 0.353 -3.486 -3.508
H -1.929 -2.066 -3.205
H -2.839 -1.723 0.279
H -2.913 -0.609 -1.095
H -1.045 1.916 0.542
C -0.045 1.044 -1.154
O -0.089 0.632 -2.297
N 1.077 1.376 -0.500
H 1.018 1.545 0.494
C 2.435 1.283 -1.047
C 2.510 2.084 -2.349
H 1.823 1.672 -3.082
H 3.519 2.045 -2.749
H 2.244 3.123 -2.167
C 3.376 1.881 -0.004
H 3.366 1.284 0.905
H 4.392 1.894 -0.389
H 3.085 2.903 0.230
C 2.783 -0.186 -1.297
H 3.791 -0.270 -1.693
H 2.727 -0.741 -0.363
H 2.086 -0.616 -2.011
H -3.211 2.720 0.829
H -5.246 3.613 -0.151
H -6.461 4.940 -1.682
H -7.346 3.458 -1.218

# 4
The following is a quantum chemistry calculation of a structure of composition C22H31IrN3P2, from OMol25.

* E_tot: -1807.87138 Ha
* total charge: +1
* lowest unoccupied orbital energy (alpha / beta): -2.55 / -5.12 eV
* ΔE to the lowest compared entry with this formula, charge and spin: 0.00 kcal/mol
* Kohn-Sham gap (alpha / beta): 4.74 / 4.40 eV
* multiplicity: 5

Atoms and positions in Å:
C 2.293 -3.668 1.640
C 2.023 -2.625 0.756
C 0.992 -2.776 -0.210
C 0.260 -4.015 -0.284
C 0.603 -5.059 0.615
C 1.582 -4.882 1.568
C -0.764 -4.089 -1.222
C -0.904 -3.140 -2.231
C -0.122 -1.936 -2.109
C -0.225 -0.927 -3.103
C -1.134 -1.076 -4.153
C -1.905 -2.252 -4.273
C -1.781 -3.265 -3.347
H 3.048 -3.523 2.404
H 0.041 -5.986 0.546
H 1.807 -5.664 2.288
H -1.365 -4.984 -1.274
H -1.244 -0.270 -4.867
H -2.618 -2.327 -5.096
H -2.364 -4.185 -3.429
N 0.569 -1.692 -0.944
Ir -0.258 0.295 0.365
C 2.711 -1.291 0.840
H 2.945 -0.925 -0.168
H 3.623 -1.361 1.445
C 0.613 0.314 -2.932
H 1.635 0.036 -2.632
H 0.628 0.906 -3.857
P 1.561 -0.015 1.563
P -0.023 1.351 -1.540
C -1.613 1.980 -2.167
H -2.062 2.635 -1.411
H -1.472 2.539 -3.102
H -2.282 1.128 -2.344
C 1.111 2.776 -1.522
H 1.149 3.246 -2.518
H 0.745 3.509 -0.791
H 2.121 2.454 -1.234
C 1.237 -0.642 3.243
H 2.166 -0.845 3.802
H 0.645 0.114 3.784
H 0.650 -1.570 3.170
C 2.637 1.438 1.783
H 2.063 2.208 2.319
H 3.532 1.183 2.374
H 2.952 1.836 0.807
H -1.262 -1.285 0.173
H -1.485 -0.776 0.916
C -3.071 4.857 1.662
N -2.002 4.003 2.228
C -1.441 4.447 3.521
C -1.570 2.914 1.630
N -1.041 1.957 1.192
H -3.345 5.608 2.416
H -3.953 4.253 1.412
H -2.729 5.378 0.753
H -1.453 3.618 4.235
H -0.409 4.800 3.400
H -2.049 5.269 3.909

# 5
The following is a quantum chemistry calculation of an isolated molecule of C5H8, from OMol25.

* SMILES: C#CC(C)C
* E_tot: -195.19744 Ha
* lowest unoccupied orbital energy: 1.10 eV
* ΔE to the lowest compared entry with this formula, charge and spin: 59.36 kcal/mol
* Kohn-Sham gap: 10.52 eV
* multiplicity: 1

Atoms and positions in Å:
C -0.307 1.609 -0.430
C -0.329 0.245 0.368
C -0.743 -1.216 -0.186
C 1.035 -0.173 0.610
C 2.097 -0.670 0.337
H 0.701 2.049 -0.390
H -0.557 1.501 -1.487
H -0.982 2.370 -0.004
H -0.983 0.387 1.234
H -1.020 -1.821 0.691
H 0.061 -1.794 -0.672
H -1.568 -1.160 -0.879
H 2.714 -1.410 -0.109

# 6
The following is a quantum chemistry calculation of a cluster of 2 separate species, C7H14N4O in total, from OMol25.

* E_tot: -568.64750 Ha
* total charge: +2
* lowest unoccupied orbital energy (alpha / beta): -9.87 / -6.62 eV
* ΔE to the lowest compared entry with this formula, charge and spin: 58.20 kcal/mol
* Kohn-Sham gap (alpha / beta): 5.39 / 10.26 eV
* multiplicity: 1

Atoms and positions in Å:
C -0.068 1.066 2.332
C -0.508 0.580 1.039
C 1.737 0.620 1.197
C -3.994 -1.161 1.170
C 3.174 0.478 0.820
C 0.763 -0.446 -0.850
C -0.027 0.373 -1.862
N 0.675 0.207 0.479
N 1.255 1.120 2.345
N -3.043 -1.573 0.571
N -1.456 -0.213 -2.028
O -1.635 0.301 0.544
H -0.511 1.423 3.261
H -4.855 -1.792 1.003
H -4.107 -0.269 1.686
H 3.619 1.324 1.160
H 3.569 -0.446 1.174
H 3.334 0.380 -0.300
H 0.239 -1.369 -0.816
H 1.845 -0.410 -1.023
H -0.254 1.367 -1.424
H 0.541 0.253 -2.866
H 1.670 1.512 3.206
H -1.827 -0.232 -1.106
H -1.512 -1.115 -2.594
H -1.822 0.560 -2.409

# 7
The following is a quantum chemistry calculation of a cluster of 5 separate species, CH11NO4 in total, from OMol25.

* SMILES: C=N.O.O.O.O
* E_tot: -400.33673 Ha
* lowest unoccupied orbital energy: 0.30 eV
* ΔE to the lowest compared entry with this formula, charge and spin: 53.23 kcal/mol
* Kohn-Sham gap: 10.35 eV
* multiplicity: 1

Atoms and positions in Å:
C 0.801 4.877 3.222
N 1.339 4.721 4.400
H 1.359 5.086 2.386
H -0.328 4.688 3.138
H 0.659 4.530 5.216
H -0.672 -3.937 -0.624
H -1.250 -4.526 -1.749
O -0.464 -4.585 -1.244
H -3.395 -4.130 -1.640
H -3.034 -2.649 -1.835
O -3.032 -3.334 -1.177
H -0.149 -1.770 -2.675
H 0.115 -0.758 -3.907
O -0.596 -1.208 -3.349
H 2.003 1.087 -0.879
H 2.463 2.218 -0.019
O 2.598 1.359 -0.172

# 8
The following is a quantum chemistry calculation of a structure of composition C48H59BN6PPtS3, from OMol25.

* E_tot: -3872.26914 Ha
* total charge: +3
* lowest unoccupied orbital energy (alpha / beta): -7.63 / -10.35 eV
* ΔE to the lowest compared entry with this formula, charge and spin: 0.00 kcal/mol
* Kohn-Sham gap (alpha / beta): 7.60 / 5.60 eV
* multiplicity: 5

Atoms and positions in Å:
Pt -1.443 -1.225 -0.187
C 0.861 -0.075 4.445
C 1.354 0.187 3.062
C 2.462 0.939 2.779
C 2.889 1.142 1.442
N 2.269 0.552 0.449
N 1.199 -0.194 0.723
B 0.639 -0.997 -0.483
N 1.300 -2.394 -0.541
N 2.622 -2.384 -0.346
C 3.276 -3.517 -0.445
C 2.596 -4.718 -0.766
C 1.241 -4.738 -0.949
C 0.468 -5.974 -1.259
C 0.591 -3.489 -0.804
S -1.143 -3.344 -0.942
C 4.769 -3.512 -0.189
C 5.482 -4.033 -1.446
C 5.256 -2.105 0.148
C 5.056 -4.445 0.997
N 0.853 -0.175 -1.771
N 1.911 -0.468 -2.522
C 2.214 0.348 -3.506
C 1.450 1.518 -3.734
C 0.335 1.795 -2.990
C -0.537 2.986 -3.212
C 0.031 0.851 -1.987
S -1.430 0.921 -1.026
C 3.408 0.017 -4.379
C 2.934 -0.097 -5.836
C 4.055 -1.295 -3.946
C 4.427 1.159 -4.246
C 0.680 -0.352 1.938
S -0.834 -1.194 2.076
C 4.065 2.040 1.113
C 3.728 3.462 1.584
C 4.336 2.048 -0.391
C 5.309 1.531 1.858
H 1.440 0.486 5.174
H 0.944 -1.138 4.682
H -0.191 0.199 4.538
H 3.021 1.397 3.584
H 3.161 -5.637 -0.844
H 1.135 -6.825 -1.370
H -0.098 -5.856 -2.185
H -0.243 -6.196 -0.461
H 5.213 -3.452 -2.328
H 5.257 -5.082 -1.640
H 6.560 -3.955 -1.306
H 4.958 -1.380 -0.610
H 6.344 -2.109 0.216
H 4.856 -1.773 1.107
H 4.808 -5.484 0.775
H 4.503 -4.138 1.887
H 6.119 -4.411 1.235
H 1.746 2.191 -4.528
H -0.156 3.595 -4.029
H -0.587 3.604 -2.313
H -1.554 2.674 -3.456
H 2.182 -0.880 -5.950
H 3.781 -0.349 -6.472
H 2.517 0.839 -6.209
H 3.339 -2.117 -3.937
H 4.490 -1.209 -2.950
H 4.852 -1.546 -4.645
H 4.028 2.114 -4.592
H 5.301 0.935 -4.856
H 4.757 1.276 -3.212
H 2.868 3.864 1.045
H 4.579 4.116 1.395
H 3.518 3.505 2.654
H 3.468 2.394 -0.954
H 4.601 1.054 -0.752
H 5.166 2.723 -0.599
H 5.203 1.603 2.941
H 6.167 2.141 1.578
H 5.533 0.497 1.598
C -5.794 3.478 2.858
C -5.278 3.805 1.486
C -5.466 5.103 1.011
C -5.097 5.477 -0.269
C -4.537 4.549 -1.141
C -4.324 3.260 -0.701
C -4.668 2.883 0.609
P -4.327 1.181 1.007
C -3.928 0.915 2.709
C -2.962 1.822 3.183
C -2.583 1.814 4.507
C -3.156 0.883 5.368
C -4.083 -0.034 4.896
C -4.492 -0.051 3.567
C -5.554 -1.024 3.142
C -5.467 0.097 0.164
C -6.735 0.624 -0.093
C -7.704 -0.134 -0.733
C -7.393 -1.408 -1.176
C -6.116 -1.915 -0.990
C -5.133 -1.199 -0.291
C -3.891 -1.928 -0.076
H -6.700 4.051 3.049
H -5.069 3.746 3.630
H -6.037 2.425 2.984
H -5.943 5.828 1.658
H -5.269 6.493 -0.598
H -4.281 4.832 -2.152
H -3.893 2.526 -1.374
H -2.539 2.557 2.505
H -1.867 2.538 4.873
H -2.890 0.876 6.417
H -4.528 -0.738 5.587
H -5.951 -1.544 4.011
H -5.168 -1.783 2.458
H -6.385 -0.527 2.641
H -6.969 1.635 0.214
H -8.689 0.281 -0.902
H -8.135 -2.002 -1.693
H -5.878 -2.895 -1.382
H -3.743 -2.695 -0.827
H -3.643 -2.243 0.938

# 9
The following is a quantum chemistry calculation of a structure of composition C7H14Cl2NO8S2, from OMol25.

* E_tot: -2648.55045 Ha
* total charge: -1
* lowest unoccupied orbital energy: 1.88 eV
* Kohn-Sham gap: 5.78 eV
* multiplicity: 1

Atoms and positions in Å:
C 1.949 2.891 -2.405
C 0.614 2.199 -2.595
Cl 0.593 0.697 -1.568
C -0.610 3.075 -2.172
N -0.469 4.228 -1.573
Cl -1.559 3.175 -4.187
H 1.856 3.933 -2.713
H 2.256 2.871 -1.361
H 2.723 2.401 -2.997
H 0.514 1.836 -3.610
H -1.324 2.441 -1.639
H 0.072 4.882 -2.140
C -2.089 -1.406 -0.719
C -1.586 -2.807 -0.990
O -2.376 -3.631 -0.107
S -3.839 -3.022 0.030
O -4.736 -3.688 -0.852
O -4.157 -2.955 1.415
O -3.520 -1.596 -0.558
H -1.663 -1.008 0.197
H -1.907 -0.717 -1.537
H -0.537 -2.932 -0.739
H -1.768 -3.122 -2.018
C 1.762 -0.231 4.192
C 2.629 -1.401 3.764
O 2.067 -1.792 2.508
S 1.535 -0.498 1.719
O 2.536 -0.061 0.819
O 0.205 -0.764 1.305
O 1.527 0.483 2.974
H 0.805 -0.566 4.598
H 2.249 0.436 4.897
H 2.578 -2.245 4.446
H 3.669 -1.103 3.616

# 10
The following is a quantum chemistry calculation of a cluster of 15 separate species, C20H43Cl28O3P in total, from OMol25.

* E_tot: -14240.02641 Ha
* lowest unoccupied orbital energy: 0.20 eV
* Kohn-Sham gap: 9.86 eV
* multiplicity: 1

Atoms and positions in Å:
C 2.709 1.367 -2.287
C 2.089 2.640 -3.125
C 1.328 3.762 -2.157
C -0.142 4.029 -2.866
O -1.052 4.850 -2.001
P -2.659 4.297 -2.461
C -4.337 3.557 -3.118
C -4.409 2.021 -2.469
O -5.347 1.653 -1.555
O -3.352 1.081 -2.930
H 2.957 1.742 -1.192
H 1.882 0.524 -2.267
H 3.651 0.912 -2.835
H 1.258 2.185 -3.849
H 2.866 3.173 -3.829
H 1.264 3.440 -1.034
H 1.882 4.818 -2.176
H -0.013 4.503 -3.951
H -0.677 2.971 -2.950
H -2.451 3.165 -1.562
H -3.309 5.464 -1.918
H -2.191 4.329 -3.843
H -5.261 4.219 -2.838
H -4.203 3.463 -4.301
H -2.555 1.124 -2.323
C 5.660 3.883 -2.519
Cl 4.628 4.982 -1.595
Cl 5.248 3.918 -4.238
H 6.702 4.186 -2.396
H 5.524 2.866 -2.141
C 3.396 -1.257 0.632
Cl 4.743 -1.222 -0.513
Cl 2.807 0.375 0.971
H 2.582 -1.847 0.206
H 3.734 -1.714 1.565
C -8.428 0.433 -0.090
Cl -8.523 0.970 1.592
Cl -9.946 0.739 -0.942
H -7.623 0.976 -0.591
H -8.218 -0.639 -0.109
C -4.585 0.418 2.150
Cl -3.575 -0.966 1.716
Cl -3.723 1.520 3.232
H -4.862 0.956 1.241
H -5.485 0.057 2.654
C -0.793 3.588 -6.934
Cl -0.734 5.243 -6.314
Cl -1.567 2.501 -5.774
H -1.362 3.578 -7.866
H 0.227 3.242 -7.120
C -0.530 -3.431 3.306
Cl -2.059 -3.658 2.448
Cl 0.780 -3.055 2.180
H -0.638 -2.606 4.014
H -0.284 -4.349 3.844
C -1.585 -6.944 3.847
Cl -0.575 -8.328 3.412
Cl -0.723 -5.842 4.928
H -1.862 -6.406 2.937
H -2.485 -7.305 4.350
C 2.515 4.782 1.336
Cl 3.390 3.594 2.309
Cl 0.816 4.328 1.154
H 2.573 5.756 1.827
H 2.975 4.840 0.347
C 8.846 -0.760 -0.666
Cl 8.707 0.897 -1.268
Cl 7.740 -1.842 -1.520
H 9.871 -1.108 -0.817
H 8.605 -0.772 0.399
C -10.533 -0.026 -4.318
Cl -10.228 1.340 -5.398
Cl -9.669 -1.470 -4.859
H -10.196 0.234 -3.312
H -11.605 -0.236 -4.306
C 7.399 -5.074 0.856
Cl 5.938 -4.590 1.726
Cl 8.807 -4.167 1.423
H 7.573 -6.140 1.018
H 7.258 -4.881 -0.211
C -3.101 -2.355 5.581
Cl -4.562 -1.871 6.451
Cl -1.693 -1.448 6.148
H -2.927 -3.421 5.743
H -3.242 -2.163 4.514
C 6.708 1.954 3.372
Cl 7.013 3.320 2.292
Cl 7.572 0.510 2.831
H 7.045 2.214 4.379
H 5.636 1.744 3.385
C -0.885 -10.731 6.607
Cl -0.980 -10.194 8.289
Cl -2.404 -10.425 5.755
H -0.080 -10.188 6.105
H -0.676 -11.803 6.587

no.,maximum force (eV/Å)
1,2.92
2,0.63
3,1.25
4,3.97
5,1.29
6,5.06
7,6.25
8,0.58
9,2.56
10,8.90